*A*
2 unconnected molecules or ions with the total composition C6H11NO. Source: the Open Molecules 2025 dataset; level of theory: the ωB97M-V functional and the def2-TZVPD basis.

Geometry as ORCA input:
```
! RIJCOSX wB97M-V def2-TZVPD def2/J DEFGRID3
* xyz -1 2
C 0.19 0.02 2.50
C -0.51 -0.57 1.51
C -1.95 -0.71 1.42
C -2.62 -1.24 0.38
H -0.37 0.39 3.37
H 1.29 0.17 2.51
H 0.06 -1.03 0.67
H -2.57 -0.29 2.25
H -3.70 -1.37 0.42
H -2.09 -1.67 -0.48
C 1.55 0.47 -2.71
C 1.60 0.39 -1.19
N 1.10 1.49 -0.49
O 2.04 -0.60 -0.61
H 0.96 1.33 -3.06
H 1.16 -0.51 -3.05
H 2.57 0.59 -3.12
H 0.21 1.78 -0.83
H 1.08 1.36 0.51
*
```

The calculation puts the LUMO energy (spin up / spin down) at 3.58 / 3.50 eV. For the HOMO-LUMO gap (spin up / spin down), the calculation gives 3.1 / 6.5 eV. For the HOMO energy (spin up / spin down), the calculation gives 0.53 / -2.99 eV.

Atomic partial charges in e from the natural (NBO) method, atoms 1 to 8: atom 1 (C): -0.689, atom 2 (C): -0.316, atom 3 (C): -0.296, atom 4 (C): -0.653, atom 5 (H): 0.160, atom 6 (H): 0.171, atom 7 (H): 0.187, atom 8 (H): 0.161

=====

*B*
2 unconnected molecules or ions with the total composition C6H11NO. Source: the Open Molecules 2025 dataset; level of theory: the ωB97M-V functional and the def2-TZVPD basis.

Geometry as ORCA input:
```
! RIJCOSX wB97M-V def2-TZVPD def2/J DEFGRID3
* xyz -1 2
C -1.46 -0.41 -1.22
N -1.64 -0.88 0.13
C -1.72 0.00 1.09
O -1.39 -0.17 2.29
C -0.10 0.25 -1.53
C 1.09 -0.41 -0.83
C 2.17 0.57 -0.42
C 2.76 0.61 0.76
H -2.26 0.28 -1.56
H -1.56 -1.26 -1.90
H -0.40 1.70 0.84
H -2.28 0.96 0.90
H -0.14 1.33 -1.38
H 0.06 0.19 -2.62
H 1.64 -1.03 -1.54
H 0.74 -1.01 0.01
H 2.53 1.23 -1.21
H 2.48 -0.09 1.54
H 3.59 1.30 0.91
*
```

The calculation puts the LUMO energy (spin up / spin down) at 3.94 / 3.48 eV. For the HOMO-LUMO gap (spin up / spin down), the calculation gives 7.2 / 6.6 eV. For the HOMO energy (spin up / spin down), the calculation gives -3.23 / -3.09 eV.

Atomic partial charges in e from the natural (NBO) method, atoms 1 to 8: atom 1 (C): -0.216, atom 2 (N): -0.695, atom 3 (C): 0.437, atom 4 (O): -0.753, atom 5 (C): -0.406, atom 6 (C): -0.471, atom 7 (C): -0.134, atom 8 (C): -0.430

=====

The structure with the least stability is *B*.

=====

*A*
C6H15NS in the gas phase. Source: the Open Molecules 2025 dataset; level of theory: the ωB97M-V functional and the def2-TZVPD basis.

Geometry as ORCA input:
```
! RIJCOSX wB97M-V def2-TZVPD def2/J DEFGRID3
* xyz 0 1
C -0.59 -1.89 0.42
N -0.52 -0.48 -0.06
C 0.91 -0.07 -0.57
C 0.59 1.46 -0.79
C -0.73 1.85 -1.38
S -1.11 3.66 -1.32
C 2.04 -0.19 0.53
C -1.67 -2.23 1.47
H -0.46 -2.66 -0.34
H 0.31 -1.91 1.12
H -0.67 0.16 0.76
H 1.14 -0.76 -1.31
H 0.57 1.76 0.31
H 1.37 2.08 -1.21
H -0.83 1.57 -2.42
H -1.54 1.32 -0.83
H 0.05 3.90 -1.85
H 2.12 0.75 1.11
H 1.92 -1.05 1.21
H 2.99 -0.38 0.05
H -1.31 -2.15 2.48
H -2.11 -3.22 1.29
H -2.48 -1.50 1.31
*
```

The calculation puts the LUMO energy at 1.00 eV. For the HOMO-LUMO gap, the calculation gives 9.8 eV. For the HOMO energy, the calculation gives -8.77 eV. As for the SMILES: CCN[C@H](C)CCS.

Atomic partial charges in e from the natural (NBO) method, atoms 1 to 8: atom 1 (C): -0.226, atom 2 (N): -0.640, atom 3 (C): -0.033, atom 4 (C): -0.419, atom 5 (C): -0.504, atom 6 (S): -0.042, atom 7 (C): -0.639, atom 8 (C): -0.620

=====

*B*
C6H15NS in the gas phase. Source: the Open Molecules 2025 dataset; level of theory: the ωB97M-V functional and the def2-TZVPD basis.

Geometry as ORCA input:
```
! RIJCOSX wB97M-V def2-TZVPD def2/J DEFGRID3
* xyz 0 1
C 1.86 -1.81 -0.74
C 1.96 -0.60 0.21
C 0.85 0.90 1.67
C -0.04 0.59 -0.59
C 0.52 1.94 -1.06
C -1.55 0.71 -0.30
H 1.56 -1.54 -1.81
H 2.83 -2.40 -0.81
H 1.14 -2.57 -0.40
H 2.68 0.12 -0.25
H 2.44 -0.93 1.18
H -0.15 1.40 1.96
H 1.61 1.77 1.51
H 1.16 0.27 2.50
H 0.07 -0.12 -1.39
H 1.63 1.87 -1.25
H 0.08 2.22 -2.04
H 0.36 2.75 -0.34
H -1.70 1.41 0.46
H -2.02 1.11 -1.22
H -1.29 -1.26 0.92
N 0.69 0.00 0.56
S -2.30 -0.90 0.13
*
```

The calculation puts the LUMO energy at 0.96 eV. For the HOMO-LUMO gap, the calculation gives 9.6 eV. For the HOMO energy, the calculation gives -8.66 eV. As for the SMILES: CCN(C)[C@H](C)CS.

Atomic partial charges in e from the natural (NBO) method, atoms 1 to 8: atom 1 (C): -0.627, atom 2 (C): -0.214, atom 3 (C): -0.417, atom 4 (C): -0.056, atom 5 (C): -0.642, atom 6 (C): -0.505, atom 7 (H): 0.205, atom 8 (H): 0.219

=====

The structure with the least stability is *A*.

=====

*A*
3 unconnected molecules or ions with the total composition C4H11N2O2. Source: the Open Molecules 2025 dataset; level of theory: the ωB97M-V functional and the def2-TZVPD basis.

Geometry as ORCA input:
```
! RIJCOSX wB97M-V def2-TZVPD def2/J DEFGRID3
* xyz 1 1
C -1.65 -0.37 -1.83
C -0.88 -0.23 -0.58
C -1.14 -0.85 0.63
N -0.01 -0.74 1.49
C 0.92 0.02 0.81
N 0.40 0.26 -0.50
H -1.11 -0.15 -2.73
H -2.53 0.28 -2.01
H -1.88 -1.46 -1.85
H -2.07 -1.31 0.94
H 0.05 -1.07 2.48
H 1.96 0.35 1.19
H 0.92 0.76 -1.18
H -1.04 2.32 1.56
H -2.05 1.97 0.41
O -1.41 1.62 0.92
H 3.86 0.03 -0.23
H 3.41 -0.71 -1.53
O 3.18 -0.25 -0.69
*
```

The calculation puts the LUMO energy at -2.90 eV. For the HOMO-LUMO gap, the calculation gives 10.0 eV. For the HOMO energy, the calculation gives -12.85 eV.

Atomic partial charges in e from the natural (NBO) method, atoms 1 to 8: atom 1 (C): -0.674, atom 2 (C): 0.182, atom 3 (C): -0.042, atom 4 (N): -0.481, atom 5 (C): 0.255, atom 6 (N): -0.464, atom 7 (H): 0.246, atom 8 (H): 0.254

=====

*B*
A gas-phase ion, C4H11N2O2 (charge +1). Source: the Open Molecules 2025 dataset; level of theory: the ωB97M-V functional and the def2-TZVPD basis.

Geometry as ORCA input:
```
! RIJCOSX wB97M-V def2-TZVPD def2/J DEFGRID3
* xyz 1 1
C 0.18 -0.61 0.41
C -0.80 0.28 -0.20
C 0.57 -0.45 1.92
C 1.13 0.19 -1.81
N 0.67 0.44 -0.45
N -1.26 1.57 0.48
O -0.06 -1.90 -0.08
O -1.55 -0.11 -1.25
H 1.47 -0.91 2.14
H -0.14 -0.70 2.59
H 0.93 0.51 2.12
H 0.30 0.21 -2.40
H 1.96 0.80 -1.90
H 1.51 -0.94 -1.94
H -1.45 1.17 1.42
H -2.06 1.92 -0.17
H -0.33 2.06 0.40
H 0.76 -2.46 -0.09
H -1.83 -1.06 -1.18
*
```

The calculation puts the LUMO energy at -3.51 eV. For the HOMO-LUMO gap, the calculation gives 10.6 eV. For the HOMO energy, the calculation gives -14.16 eV. As for the SMILES: CN1[C@](C)(O)[C@]1([NH3+])O.

Atomic partial charges in e from the natural (NBO) method, atoms 1 to 8: atom 1 (C): 0.369, atom 2 (C): 0.455, atom 3 (C): -0.660, atom 4 (C): -0.425, atom 5 (N): -0.444, atom 6 (N): -0.749, atom 7 (O): -0.708, atom 8 (O): -0.682

=====

The structure with the least stability is *B*.

=====

*A*
C3H5ClO in the gas phase. Source: the Open Molecules 2025 dataset; level of theory: the ωB97M-V functional and the def2-TZVPD basis.

Geometry as ORCA input:
```
! RIJCOSX wB97M-V def2-TZVPD def2/J DEFGRID3
* xyz 0 1
C 0.31 -0.43 -0.35
C -0.10 0.90 0.00
C -0.71 -0.35 0.56
H 2.28 -0.12 0.00
H -0.14 -1.09 -1.31
H -0.79 1.39 -0.81
H 0.40 1.98 0.39
H -0.40 -0.62 1.49
O 1.53 -1.08 0.06
Cl -2.37 -0.57 -0.03
*
```

The calculation puts the LUMO energy at 0.62 eV. For the HOMO-LUMO gap, the calculation gives 10.6 eV. For the HOMO energy, the calculation gives -9.97 eV. As for the SMILES: O[C@@H]1C[C@H]1Cl.

Atomic partial charges in e from the natural (NBO) method, atoms 1 to 8: atom 1 (C): 0.049, atom 2 (C): -0.496, atom 3 (C): -0.235, atom 4 (H): 0.465, atom 5 (H): 0.188, atom 6 (H): 0.247, atom 7 (H): 0.266, atom 8 (H): 0.238

=====

*B*
C3H5ClO in the gas phase. Source: the Open Molecules 2025 dataset; level of theory: the ωB97M-V functional and the def2-TZVPD basis.

Geometry as ORCA input:
```
! RIJCOSX wB97M-V def2-TZVPD def2/J DEFGRID3
* xyz 0 1
C -0.02 -0.19 -0.98
C -0.32 -0.06 0.55
C 0.84 0.01 1.26
H -1.74 0.84 -1.40
H 0.02 -1.31 -1.33
H 1.01 0.28 -1.25
H -1.26 0.16 1.04
H 1.84 -0.13 0.83
O -0.92 0.57 -1.82
Cl 0.55 -0.16 3.10
*
```

The calculation puts the LUMO energy at 0.82 eV. For the HOMO-LUMO gap, the calculation gives 10.5 eV. For the HOMO energy, the calculation gives -9.72 eV. As for the SMILES: OC/C=C/Cl.

Atomic partial charges in e from the natural (NBO) method, atoms 1 to 8: atom 1 (C): -0.087, atom 2 (C): -0.244, atom 3 (C): -0.150, atom 4 (H): 0.474, atom 5 (H): 0.181, atom 6 (H): 0.192, atom 7 (H): 0.233, atom 8 (H): 0.224

=====

The structure with the least stability is *A*.